Record 1
19
Properties=species:S:1:pos:R:3:forces:R:3 method="wB97M-V/def2-TZVPD" fmax_ev_per_a=3.03 smiles="N[C@H]1[C@H]2CC=C[C@@H]1C2" gap_ev=10.119
C 1.21984 0.18037 -0.18331 -0.17 -1.59 -0.22
C 0.04009 0.73316 -1.00881 -1.57 1.37 0.02
C -1.14698 -0.26641 -1.12984 1.10 0.41 0.76
C -1.41240 -0.85409 0.20901 -1.96 -1.77 -1.49
C -0.72476 -0.56143 1.26728 1.72 1.40 -0.17
C 0.39690 0.47227 1.08418 0.23 -0.02 2.05
C -0.18960 1.64404 0.24600 -0.44 0.58 1.24
H 2.36934 -1.48089 0.27691 -0.86 0.77 -1.40
H 0.86356 -1.78446 -0.07363 -0.16 0.07 -0.47
H 2.04338 0.87666 -0.22887 0.45 -0.04 -0.12
H 0.05902 1.35559 -1.92361 0.94 -0.73 0.16
H -0.89301 -1.13880 -1.73877 -0.08 0.40 -0.60
H -2.05801 0.23998 -1.46708 0.24 -0.14 -0.36
H -2.15528 -1.67155 0.15487 0.18 0.55 0.59
H -0.90571 -1.03121 2.18578 -0.05 -0.53 1.26
H 0.95232 0.57750 2.10600 -0.83 0.33 -1.93
H -1.24629 1.86486 0.55903 1.01 0.29 -0.57
H 0.51484 2.53353 0.28464 -1.11 -0.90 -0.26
N 1.62247 -1.20409 -0.43463 1.37 -0.47 1.50

Record 2
119
Properties=species:S:1:pos:R:3:forces:R:3 method="wB97M-V/def2-TZVPD" fmax_ev_per_a=0.53 charge=+1 gap_ev=7.464
Zn 0.66883 1.75649 0.42111 0.07 0.12 0.00
N -1.12059 0.79096 0.68885 0.10 0.09 0.09
S -1.88358 -0.27523 0.07403 0.02 -0.11 -0.16
N -1.22289 -1.77891 -0.17976 -0.24 0.01 0.40
S -0.58296 -2.28945 -1.47214 0.20 -0.09 -0.26
N 0.48755 -1.50257 -2.25702 0.08 -0.03 0.06
S 1.76023 -0.80997 -1.42617 -0.25 0.01 -0.30
N 1.46911 -0.05426 -0.23112 0.39 -0.11 0.34
C 2.82709 -2.22315 -1.16839 0.05 -0.05 0.07
C 2.95629 -2.64502 0.14577 0.05 0.01 -0.10
C 3.71331 -3.77768 0.41523 0.01 -0.03 0.01
C 4.33373 -4.46329 -0.62025 -0.01 0.03 0.03
C 4.19285 -4.03063 -1.93356 0.02 0.04 0.00
C 3.42862 -2.91049 -2.21634 0.01 0.08 0.05
C 2.49353 0.02481 -2.81239 -0.04 0.08 -0.08
C 3.85656 0.28224 -2.75951 -0.04 0.07 -0.02
C 4.43276 1.06383 -3.74867 0.02 -0.03 0.03
C 3.64538 1.59093 -4.76244 -0.02 0.03 -0.01
C 2.27812 1.35299 -4.78607 0.00 -0.01 0.00
C 1.69026 0.57113 -3.80531 0.12 -0.05 0.06
C 0.00416 -3.90427 -1.02005 0.00 0.01 -0.02
C -0.28246 -4.45690 0.21625 0.00 -0.02 0.01
C 0.18133 -5.73475 0.49668 0.01 0.02 0.01
C 0.91748 -6.43070 -0.45091 0.00 0.02 -0.01
C 1.20027 -5.85713 -1.68577 -0.02 0.00 0.02
C 0.74392 -4.58431 -1.98018 -0.11 -0.05 0.03
C -1.77573 -2.65684 -2.73293 0.07 -0.13 -0.10
C -1.65573 -2.12974 -4.00663 0.02 -0.17 -0.02
C -2.60719 -2.48137 -4.95650 0.05 -0.03 0.04
C -3.63998 -3.34432 -4.62374 0.01 -0.01 0.00
C -3.74323 -3.86158 -3.33546 -0.03 0.01 0.00
C -2.80802 -3.51773 -2.37696 0.03 0.02 -0.05
C -3.28505 -0.74185 1.05946 -0.10 -0.07 -0.06
C -3.28912 -1.88958 1.83655 0.01 0.05 -0.05
C -4.34803 -2.10846 2.70676 -0.02 0.01 0.00
C -5.38421 -1.18875 2.79185 0.03 -0.01 0.00
C -5.35956 -0.03400 2.02030 -0.01 0.01 -0.02
C -4.30233 0.19942 1.15683 -0.08 -0.07 -0.08
C -2.56669 0.10089 -1.53170 -0.08 0.20 -0.10
C -1.83700 1.02302 -2.27131 -0.14 -0.02 0.07
C -2.28254 1.36364 -3.54106 0.00 -0.02 -0.05
C -3.43785 0.78821 -4.05203 0.01 0.03 0.04
C -4.15503 -0.13723 -3.30195 -0.07 0.05 0.09
C -3.72311 -0.48964 -2.03247 0.01 0.16 0.00
H 2.46021 -2.08323 0.92862 0.02 -0.01 -0.01
H 3.82441 -4.11941 1.43609 0.00 0.00 -0.01
H 4.93259 -5.33860 -0.40434 -0.01 0.00 0.00
H 4.67663 -4.56932 -2.73813 0.00 0.01 0.00
H 3.30054 -2.57663 -3.23766 0.01 0.05 -0.03
H 4.46402 -0.11616 -1.95686 0.01 -0.05 0.02
H 5.49620 1.26192 -3.72457 -0.01 0.01 0.00
H 4.09872 2.20346 -5.53074 -0.01 0.00 0.00
H 1.66441 1.78939 -5.56313 0.01 0.00 0.01
H 0.62237 0.40529 -3.79193 0.01 -0.02 -0.02
H -0.84888 -3.89211 0.94129 0.02 0.02 0.00
H -0.03130 -6.18307 1.45813 0.00 0.00 -0.01
H 1.27714 -7.42653 -0.22711 -0.01 0.01 0.00
H 1.77965 -6.40176 -2.41949 0.00 0.01 0.01
H 0.95962 -4.11928 -2.93437 -0.03 -0.03 0.02
H -0.83582 -1.46719 -4.24217 0.00 -0.01 -0.01
H -2.53517 -2.07985 -5.95878 0.00 0.00 0.01
H -4.37045 -3.62168 -5.37280 0.00 0.00 0.01
H -4.55189 -4.53375 -3.08073 0.01 0.00 -0.01
H -2.87544 -3.90974 -1.36881 0.00 0.00 0.00
H -2.46641 -2.58690 1.77644 -0.03 -0.02 -0.03
H -4.36070 -2.99866 3.32156 0.00 0.00 0.00
H -6.21196 -1.36765 3.46549 0.02 0.00 0.01
H -6.15829 0.69169 2.09932 0.00 -0.02 -0.01
H -4.26602 1.10715 0.56593 0.01 0.00 -0.01
H -0.94984 1.49164 -1.85595 -0.03 0.00 -0.04
H -1.72842 2.09340 -4.11850 -0.01 0.00 0.01
H -3.78875 1.06596 -5.03785 0.00 0.00 0.00
H -5.05491 -0.58385 -3.70514 0.01 0.02 0.02
H -4.27484 -1.21498 -1.44959 -0.02 0.04 0.06
C -1.98799 4.12372 -0.16705 0.04 -0.01 -0.02
P -0.82390 3.88834 1.22503 0.08 0.08 0.05
C 0.03671 5.50690 1.23031 -0.11 0.02 -0.02
C -2.04628 4.13502 2.59367 -0.01 -0.11 0.03
C -1.63004 3.78432 4.02373 -0.02 0.01 -0.05
P -0.96365 2.07483 4.26076 0.07 -0.02 -0.09
C -2.47339 1.10120 3.87437 0.09 0.09 -0.08
C -1.00522 2.04313 6.09743 -0.06 0.01 0.01
H -2.62218 4.99507 0.00896 -0.01 0.00 -0.02
H -2.61452 3.23495 -0.26495 0.01 -0.01 -0.01
H -1.42537 4.25661 -1.09016 0.00 -0.01 0.01
H -0.66574 6.32266 1.04745 0.01 0.01 0.01
H 0.79742 5.50439 0.44912 -0.02 0.02 -0.01
H 0.51965 5.66995 2.19419 0.01 0.01 0.00
H -2.92610 3.54461 2.32084 0.02 -0.03 -0.02
H -2.34887 5.18525 2.54512 -0.10 -0.01 0.02
H -2.50331 3.89095 4.67566 0.02 0.09 0.04
H -0.87541 4.48782 4.38895 0.03 -0.03 -0.01
H -3.35543 1.50124 4.38082 -0.02 -0.01 0.01
H -2.32715 0.06212 4.17455 0.00 0.01 0.03
H -2.62940 1.10571 2.79262 0.08 0.07 0.24
H -2.00372 2.25488 6.48797 0.02 0.01 0.01
H -0.31118 2.78916 6.48821 0.00 -0.02 0.00
H -0.68392 1.06682 6.46055 0.00 -0.01 0.00
Cl 1.07510 3.04771 -1.45772 0.01 0.04 0.00
C 2.50265 1.01231 2.65636 0.06 0.05 0.01
C 3.78965 1.15381 3.50721 -0.03 0.05 -0.03
N 4.53077 2.35482 3.12405 -0.06 -0.01 -0.07
C 4.89424 2.24974 1.71010 -0.06 0.01 0.03
C 3.62866 2.11867 0.82446 0.03 -0.03 -0.03
N 2.41808 2.13001 1.68017 -0.17 -0.24 -0.03
C 2.40006 3.40927 2.41957 -0.02 -0.04 0.02
C 3.66770 3.52200 3.30445 0.01 -0.05 -0.02
H 1.60424 1.05635 3.27202 -0.02 -0.02 -0.01
H 2.48201 0.08309 2.08576 0.02 0.03 0.01
H 4.44632 0.29294 3.37410 0.02 -0.02 0.00
H 3.54877 1.22459 4.56916 0.00 -0.01 0.01
H 5.54541 1.38243 1.59089 0.02 -0.01 0.00
H 5.47135 3.13449 1.43839 0.00 0.01 -0.01
H 3.61767 1.19000 0.25195 -0.02 0.05 0.05
H 3.53278 2.94185 0.11644 -0.01 -0.02 -0.02
H 1.48640 3.43448 3.01515 0.00 -0.01 0.01
H 2.35026 4.20975 1.68251 0.01 -0.01 -0.01
H 3.39972 3.58937 4.35998 0.01 0.00 0.01
H 4.24120 4.41434 3.05176 0.01 0.02 0.00

Record 3
140
Properties=species:S:1:pos:R:3:forces:R:3 method="wB97M-V/def2-TZVPD" fmax_ev_per_a=3.47 smiles="O=[N+]([O-])c1ccccc1.O=[N+]([O-])c1ccccc1.O=[N+]([O-])c1ccccc1.O=[N+]([O-])c1ccccc1.O=[N+]([O-])c1ccccc1.O=S1(=O)CCCC1.O=S1(=O)CCCC1.CCCCCC.CCCCCC" gap_ev=7.922
C -1.21870 -0.66506 -5.67421 -0.73 -0.05 0.03
C -0.98128 -1.63141 -4.69210 -0.32 0.21 -0.66
C -1.52915 -1.48900 -3.42993 -0.12 -0.11 -0.13
C -2.21325 -0.32593 -3.13414 0.71 -0.04 0.23
C -2.36597 0.68121 -4.06420 -0.67 0.66 -1.20
C -2.01049 0.45220 -5.40011 1.29 -0.50 1.00
N -2.69157 -0.17207 -1.75185 -1.53 1.55 -1.35
O -3.44096 0.75979 -1.52028 0.16 0.10 -0.11
O -2.36375 -0.95657 -0.90273 -1.05 -1.68 -0.40
H -0.87045 -0.80604 -6.68896 0.10 -0.14 0.02
H -0.47221 -2.53803 -4.98771 0.11 -0.07 0.25
H -1.53311 -2.32399 -2.73948 0.27 0.57 -0.22
H -2.76070 1.66997 -3.88276 -0.39 -0.26 0.64
H -2.17911 1.19287 -6.16771 -0.12 0.11 0.10
C -0.31843 -0.61212 2.82629 -1.20 0.84 1.33
C -1.10978 -0.39203 1.70753 1.25 -0.36 -0.43
C -0.45195 -0.15229 0.51324 0.44 -0.35 -0.40
C 0.92957 0.03680 0.44108 -1.73 0.14 1.31
C 1.64930 -0.00073 1.63243 0.93 -0.85 -0.82
C 1.04825 -0.44975 2.80604 0.66 0.37 -1.02
N 1.50050 0.38005 -0.86222 0.92 0.44 1.28
O 0.81193 0.23326 -1.84048 -0.23 -0.42 -0.66
O 2.62295 0.84696 -0.83954 -0.13 -0.12 -0.15
H -0.81197 -0.69900 3.79161 0.07 -0.65 -0.06
H -2.17336 -0.57210 1.64092 0.19 0.27 0.42
H -1.08983 -0.32329 -0.34641 1.47 1.02 0.38
H 2.72220 0.13924 1.59437 -0.01 0.15 0.03
H 1.71267 -0.68596 3.62467 -0.33 0.24 0.35
C 7.20868 3.10656 -1.43774 0.10 -0.27 -1.51
C 8.52394 3.34529 -1.06557 -0.31 -1.12 -0.14
C 9.02519 2.66346 0.02602 0.55 0.27 1.22
C 8.24035 1.74419 0.70819 -0.97 0.46 -1.19
C 6.96328 1.44986 0.22908 -0.87 0.40 1.30
C 6.39654 2.15882 -0.82054 1.05 0.31 0.29
N 8.70174 1.16019 1.97232 0.64 0.55 -0.82
O 9.81764 1.48421 2.31849 0.23 -0.11 0.41
O 7.96839 0.41916 2.57061 -0.52 -0.50 0.42
H 6.90802 3.54501 -2.38464 -0.42 0.26 0.28
H 9.18965 3.87599 -1.73057 -0.10 0.52 0.30
H 9.97396 2.93433 0.47059 0.20 -0.25 -0.30
H 6.29169 0.87427 0.85646 0.31 -0.49 -0.18
H 5.37092 1.99538 -1.11786 0.01 -0.08 -0.11
C 5.95212 -2.57815 1.33099 -0.59 0.16 0.84
C 6.83296 -3.63033 1.35856 1.06 -0.47 -0.85
C 7.53718 -3.95994 2.49766 0.03 0.25 0.59
C 7.20315 -3.33223 3.68490 -0.26 0.23 0.02
C 6.20184 -2.36643 3.75493 -0.10 -0.21 -0.91
C 5.61508 -1.98682 2.55019 0.14 0.37 -0.17
N 7.88529 -3.73087 4.92590 -0.65 -0.05 -0.20
O 7.20161 -3.65761 5.93156 0.56 -0.02 0.15
O 9.02359 -4.13731 4.84688 -0.03 0.02 0.20
H 5.49529 -2.20735 0.42405 0.01 -0.18 -0.10
H 7.13556 -4.19213 0.48097 -0.31 0.30 -0.24
H 8.36295 -4.65301 2.43688 -0.12 -0.17 0.24
H 5.86537 -1.89515 4.66358 0.32 -0.12 0.23
H 4.92258 -1.15409 2.53308 -0.08 -0.06 0.16
C -2.69884 3.03956 2.76912 -0.72 1.64 -0.58
C -2.91195 4.38513 3.12009 -0.56 -0.26 1.21
C -4.11954 5.01184 2.90178 -1.79 -0.50 1.36
C -5.07082 4.45996 2.04123 0.84 -3.06 1.38
C -4.73950 3.21993 1.49411 -1.94 -0.43 0.33
C -3.66442 2.46667 1.92648 1.50 0.03 0.76
N -6.28277 5.14866 1.64341 0.42 -0.03 1.09
O -7.09237 4.53058 0.99785 -0.41 0.05 -0.51
O -6.40020 6.28393 2.06299 -0.32 0.18 -0.26
H -1.75498 2.62322 3.08814 -0.12 -0.60 -0.24
H -2.22535 5.00145 3.68770 0.39 -0.51 0.10
H -4.38339 5.97742 3.31519 0.37 -0.10 0.09
H -5.44164 2.77014 0.80197 0.10 0.07 -0.12
H -3.45105 1.49024 1.51419 -0.35 -0.08 -0.10
C -8.01682 -5.33413 5.59607 -0.32 0.41 1.30
C -7.60773 -4.13416 4.73574 -0.64 -1.53 -1.50
C -6.33811 -4.42592 3.92210 0.59 1.36 1.21
C -5.91175 -3.19245 3.10149 -0.63 -1.09 -0.06
C -4.48090 -3.30419 2.63732 -0.12 -0.51 -0.70
C -3.99695 -2.10239 1.83254 1.77 -1.39 0.25
H -7.62052 -6.27695 5.22386 -0.03 0.04 -0.17
H -9.10540 -5.40393 5.66644 0.02 -0.15 -0.29
H -7.74192 -5.26340 6.65421 0.46 0.07 -0.15
H -8.45036 -4.09127 4.03473 0.19 0.61 -0.21
H -7.52874 -3.15821 5.20675 -0.01 -0.17 0.43
H -6.34616 -5.35862 3.36007 -0.35 0.08 -0.19
H -5.54936 -4.54412 4.67880 0.10 -0.25 -0.07
H -6.55310 -3.12665 2.21534 0.00 0.12 -0.01
H -6.14137 -2.30515 3.69523 0.39 0.14 0.02
H -3.77984 -3.63145 3.41363 -0.12 0.82 0.46
H -4.39539 -4.19784 2.00263 -0.32 0.17 -0.32
H -4.37909 -2.04732 0.81599 -0.77 0.46 0.26
H -3.96693 -1.18968 2.42473 -0.47 0.21 -0.30
H -2.94711 -2.36364 1.62412 -0.19 0.42 0.32
C -3.49911 6.34682 1.01463 1.10 1.45 -1.88
C -2.36639 6.23957 -0.01612 -1.16 0.03 -0.48
C -2.74412 5.26984 -1.17750 2.24 0.45 0.83
C -2.48908 3.80522 -0.80680 -2.29 -0.81 -0.05
C -1.10133 3.24994 -0.87314 1.89 -0.01 -0.44
C -0.47996 3.07315 -2.27386 0.03 0.38 -0.36
H -4.21734 7.08091 0.64604 -0.12 0.05 0.01
H -3.08417 6.74439 1.94291 -0.25 -0.04 -0.08
H -4.02367 5.40733 1.18168 1.67 1.85 -1.74
H -2.19295 7.23555 -0.43110 0.06 0.02 -0.04
H -1.41335 5.95660 0.43285 -0.04 -0.36 0.02
H -2.00075 5.56567 -1.92657 -0.28 -0.39 -0.53
H -3.72764 5.41880 -1.61510 -0.17 0.18 0.31
H -2.98298 3.46210 0.11593 0.89 1.22 0.13
H -3.22465 3.22647 -1.38835 0.77 -0.23 -0.93
H -0.36049 3.88575 -0.37310 -0.43 0.09 0.56
H -0.99985 2.26964 -0.40057 -0.51 0.12 0.31
H 0.23935 3.83821 -2.58222 -0.48 0.52 0.17
H 0.17446 2.20173 -2.33981 -0.69 -0.26 -0.10
H -1.31078 3.06786 -2.98155 0.37 -0.31 -0.39
C 0.80041 -4.81290 -0.19196 0.11 -1.18 0.18
C -0.17831 -4.06361 0.69263 0.92 1.63 1.33
C -1.16256 -3.35079 -0.19158 -0.54 -0.96 -0.94
S -1.71619 -4.64108 -1.28757 2.71 0.07 -0.09
O -1.77262 -4.10034 -2.63091 -0.84 -0.97 -0.06
O -2.78254 -5.35513 -0.65207 -0.56 -0.42 -0.27
C -0.08463 -5.65529 -1.12582 -1.62 1.45 0.36
H 1.42778 -5.50767 0.37487 -0.25 0.00 0.28
H 1.56617 -4.19695 -0.66581 -0.58 0.36 -0.47
H 0.28552 -3.24318 1.25764 0.41 -0.29 0.01
H -0.59131 -4.69692 1.47845 -0.45 -0.19 -0.37
H -0.66219 -2.69228 -0.90280 0.13 0.33 0.52
H -2.05053 -2.89893 0.24106 0.39 -0.05 0.05
H 0.34442 -5.85528 -2.09980 -0.30 -0.36 -0.05
H -0.58447 -6.45427 -0.58059 0.83 -0.69 -0.23
C 2.04172 0.43835 -6.69432 0.07 0.35 -0.63
C 3.56564 0.21888 -6.70939 -0.19 -0.68 0.01
C 4.22505 1.42059 -6.02457 -1.27 0.35 -0.01
S 3.17430 1.68993 -4.52054 0.33 0.07 -1.36
O 2.92221 3.12023 -4.32848 0.47 -1.46 0.12
O 3.63449 0.81959 -3.46278 0.05 0.53 -0.12
C 1.69999 0.91693 -5.28861 -0.13 1.13 0.66
H 1.41455 -0.37421 -7.06745 0.47 -0.71 0.73
H 1.76935 1.13323 -7.49821 0.25 0.81 0.59
H 3.95576 0.06295 -7.71492 -0.03 0.17 -0.05
H 3.74516 -0.71653 -6.17340 0.36 0.13 0.19
H 3.97450 2.32374 -6.58611 0.27 0.01 -0.20
H 5.29951 1.35778 -5.89017 -0.06 -0.08 0.48
H 0.98558 1.73911 -5.26343 -0.24 -0.19 -0.07
H 1.42649 0.19903 -4.51595 -0.17 -0.39 -0.42